{
  "formula": "C31H51N2O7",
  "method": "the ωB97M-V functional and the def2-TZVPD basis",
  "elements": ["C", "C", "C", "N", "O", "C", "C", "C", "N", "C", "C", "C", "C", "C", "C", "C", "C", "C", "O", "O", "H", "H", "H", "H", "H", "H", "H", "H", "H", "H", "H", "H", "H", "H", "H", "H", "H", "H", "H", "C", "C", "C", "O", "C", "H", "H", "H", "H", "H", "H", "H", "H", "C", "C", "C", "O", "C", "H", "H", "H", "H", "H", "H", "H", "H", "C", "C", "C", "O", "C", "H", "H", "H", "H", "H", "H", "H", "H", "C", "C", "C", "O", "C", "H", "H", "H", "H", "H", "H", "H", "H"],
  "coordinates": [[-1.5127, 0.0649, 6.2638], [-1.8926, -0.8062, 5.5097], [-2.3385, -1.8645, 4.5120], [-1.9845, -3.2322, 4.8200], [-0.5955, -3.3260, 4.8612], [-0.1204, -4.0560, 3.7188], [1.3956, -3.6798, 3.5760], [-2.5698, -3.7821, 6.0662], [-1.6770, -3.6608, 7.2363], [-3.9196, -3.1851, 6.5036], [-5.0987, -3.3427, 5.5407], [-5.8115, -2.1728, 5.1888], [-6.8980, -2.1824, 4.3182], [-7.3109, -3.4031, 3.7642], [-8.4797, -3.4133, 2.7657], [-6.6668, -4.5828, 4.1154], [-5.5733, -4.5314, 4.9980], [-2.6770, -5.3690, 5.8394], [-2.7971, -5.7698, 4.6610], [-2.6050, -6.1284, 6.8271], [-1.4544, 0.9775, 6.8315], [-3.4066, -1.6996, 4.3125], [-1.8183, -1.6139, 3.5645], [-0.6666, -3.7945, 2.7964], [-0.2169, -5.1296, 3.9549], [1.5646, -3.1536, 2.6249], [1.6506, -2.9859, 4.3984], [2.0048, -4.5878, 3.6945], [-1.2666, -2.7324, 7.2837], [-0.9521, -4.3653, 7.1874], [-3.8627, -2.1177, 6.7961], [-4.1941, -3.7118, 7.4367], [-5.4949, -1.2078, 5.6093], [-7.4160, -1.2535, 4.0561], [-8.7585, -4.4558, 2.5502], [-9.3148, -2.7954, 3.1273], [-8.1084, -2.9663, 1.8218], [-6.9657, -5.5639, 3.7308], [-5.0929, -5.4804, 5.2518], [1.7238, 0.1525, 0.1354], [2.7620, -0.3745, -0.8411], [3.4046, -1.4954, -0.0423], [2.3920, -2.0132, 0.8291], [1.2675, -1.1239, 0.8239], [0.9062, 0.6949, -0.3399], [2.2005, 0.8192, 0.8596], [2.2643, -0.7841, -1.7258], [3.4787, 0.3776, -1.1708], [4.2253, -1.1204, 0.5787], [3.7872, -2.2978, -0.6755], [0.4573, -1.6077, 0.2672], [0.9312, -0.9536, 1.8479], [4.1842, 4.3958, -2.2798], [5.2181, 3.8642, -3.2543], [5.8591, 2.7467, -2.4516], [4.8464, 2.2314, -1.5746], [3.7237, 3.1258, -1.5853], [3.3684, 4.9377, -2.7596], [4.6617, 5.0651, -1.5583], [4.7202, 3.4539, -4.1351], [5.9354, 4.6149, -3.5871], [6.6812, 3.1225, -1.8323], [6.2392, 1.9415, -3.0824], [2.9124, 2.6411, -2.1418], [3.3858, 3.3033, -0.5631], [2.1986, 1.5708, -7.0940], [3.3513, 1.6484, -8.0807], [4.2934, 2.6171, -7.3844], [4.0969, 2.4451, -5.9739], [2.9189, 1.6510, -5.7617], [1.5937, 0.6705, -7.1960], [1.5439, 2.4385, -7.2180], [3.8256, 0.6678, -8.1748], [3.0579, 1.9808, -9.0760], [4.0518, 3.6561, -7.6341], [5.3404, 2.4350, -7.6316], [3.2395, 0.6604, -5.4227], [2.3048, 2.1035, -4.9803], [0.3479, 6.0978, -4.8208], [0.1077, 4.7843, -4.0981], [-0.8616, 4.0833, -5.0326], [-0.5603, 4.5374, -6.3614], [0.3281, 5.6602, -6.2760], [1.2764, 6.5931, -4.5376], [-0.4791, 6.7857, -4.6254], [1.0425, 4.2188, -4.0362], [-0.2852, 4.9038, -3.0890], [-1.8978, 4.3588, -4.8110], [-0.7737, 2.9965, -4.9878], [1.3206, 5.3303, -6.6046], [-0.0158, 6.4489, -6.9470]],
  "forces_ev_per_angstrom": [[-0.8708, -0.0807, -0.6364], [0.1730, 0.1094, 0.0316], [1.1349, 1.1448, 0.0176], [-1.7913, 0.7006, 0.1737], [0.2399, 0.1605, -0.6054], [1.2086, -0.2086, 0.3429], [-0.9255, 0.0555, 0.3335], [1.0473, -1.4414, 1.1931], [-0.4148, 0.6417, -0.1160], [-0.8746, -0.4172, -0.1977], [-0.4611, 1.1552, -0.3055], [0.1134, 0.1720, 0.0280], [0.3223, -0.5932, 0.1037], [-0.9987, 0.1618, -0.5069], [1.0597, 0.0951, -0.0097], [0.6676, 0.4736, 0.5973], [0.0416, -0.8849, 0.0552], [-0.0467, -1.2106, -0.6102], [-0.0661, 0.7272, -0.2616], [-0.0637, 0.8427, 0.6060], [0.3173, -0.5656, -0.0458], [0.2587, -0.5142, 0.2503], [-0.2405, -0.0942, 0.3891], [-0.0689, -0.1307, 0.5459], [-0.3003, 0.4008, -0.4353], [0.2850, -0.4957, 0.4022], [-0.0738, -0.3202, -0.3328], [0.0177, 0.4402, -0.3246], [0.0795, -0.1439, -0.1062], [-0.0911, 0.1195, 0.0297], [0.2943, -0.4334, -0.2791], [0.4264, 0.0341, -0.4287], [-0.0458, -0.3980, -0.1190], [0.1757, -0.3292, 0.1064], [-0.2527, 0.4668, 0.1104], [0.1062, -0.4224, -0.1453], [-0.3549, -0.1931, 0.3102], [-0.0307, 0.4858, 0.0297], [-0.0088, 0.4080, -0.0885], [0.0735, 0.1327, 0.1648], [0.0029, 0.0223, -0.3311], [0.0575, -0.0210, 0.2317], [0.0267, 0.3126, -0.2663], [-0.1420, -0.1909, -0.0246], [-0.0100, -0.0386, 0.0124], [-0.0321, -0.0030, -0.0072], [0.0087, -0.0154, 0.0200], [0.0161, -0.0890, 0.0451], [0.0557, 0.0270, -0.0840], [-0.0403, -0.0583, 0.0734], [-0.0633, 0.0709, 0.0300], [0.0470, -0.1025, 0.0167], [0.0777, 0.2595, 0.2338], [-0.1306, -0.1093, -0.3266], [0.1880, -0.0316, 0.2163], [-0.0494, 0.3569, -0.1674], [-0.0742, -0.2333, -0.0643], [-0.0133, -0.0338, 0.0168], [-0.0779, 0.0036, 0.0166], [0.1245, 0.0489, 0.0538], [0.0193, -0.0201, 0.0494], [0.0481, -0.0101, -0.0512], [-0.0583, -0.0569, 0.0655], [-0.0694, 0.0673, 0.0283], [0.0461, -0.1136, 0.0184], [-0.2666, 0.2412, -0.0684], [0.1469, -0.2195, -0.0522], [0.0151, 0.2316, 0.0552], [-0.2578, -0.1565, -0.3460], [0.1914, -0.2039, 0.1844], [0.0226, 0.0079, 0.0306], [-0.0339, -0.0459, 0.0197], [0.0117, 0.0335, -0.0266], [0.0067, 0.0299, 0.0321], [0.0244, -0.0139, -0.0911], [0.0126, 0.0238, 0.1094], [-0.0907, -0.0099, 0.0432], [0.1064, 0.0569, 0.0386], [-0.1414, 0.2130, 0.0116], [0.2272, -0.1642, 0.1113], [-0.2602, 0.0012, -0.1368], [0.1673, 0.1251, 0.3064], [0.1191, -0.1688, -0.1857], [-0.0009, -0.0250, -0.0320], [0.0355, 0.0084, -0.0119], [-0.0217, -0.0011, 0.0287], [-0.0137, -0.0216, -0.0263], [0.0057, -0.0573, 0.0836], [-0.0208, 0.0101, -0.1139], [0.0417, 0.0951, 0.0142], [-0.0457, -0.0823, -0.0500]],
  "e_tot_ha": -1847.86138,
  "homo_lumo_gap_ev": 5.63,
  "largest_force_ev_per_a": 2.1,
  "charge": -1
}

---

{
  "formula": "C31H51NO13S2",
  "method": "the ωB97M-V functional and the def2-TZVPD basis",
  "elements": ["C", "C", "C", "C", "C", "C", "O", "O", "S", "O", "O", "O", "C", "C", "C", "C", "C", "S", "O", "O", "O", "C", "C", "C", "C", "N", "C", "H", "H", "H", "H", "H", "H", "H", "H", "H", "H", "H", "H", "H", "H", "H", "H", "H", "H", "H", "H", "H", "C", "C", "C", "O", "H", "H", "H", "H", "H", "H", "C", "C", "C", "O", "H", "H", "H", "H", "H", "H", "C", "C", "C", "O", "H", "H", "H", "H", "H", "H", "C", "C", "C", "O", "H", "H", "H", "H", "H", "H", "C", "C", "C", "O", "H", "H", "H", "H", "H", "H"],
  "coordinates": [[-4.2193, 0.8430, -1.2993], [-3.2359, 0.1323, -1.1164], [-1.8608, -0.6802, -1.1945], [-2.0043, -1.5022, -2.5398], [-0.8008, -2.4795, -2.8796], [-0.4139, -3.5000, -1.7280], [-1.2338, -3.2817, -4.0228], [-1.9043, -1.4295, 0.0658], [-1.1916, -0.5608, 1.2921], [-2.0897, -0.0851, 2.3409], [0.1508, -0.9954, 1.7157], [-0.8707, 0.8004, 0.3698], [-0.7468, 0.4505, -1.0446], [0.7523, 0.0502, -1.4248], [1.8789, 0.7809, -0.5781], [2.3449, 2.1757, -1.2371], [2.3967, 3.3928, -0.2162], [3.2735, 3.0253, 1.3653], [4.2206, 1.9231, 1.1740], [3.8982, 4.2632, 1.8698], [2.0600, 2.6548, 2.4695], [-0.9524, 1.8229, -1.8324], [-1.0702, 1.7886, -3.3524], [-1.2194, 3.1184, -4.0545], [-1.2270, 4.3455, -3.1885], [-1.1465, 4.4086, -1.8055], [-1.0042, 3.1727, -1.1861], [-5.1748, 1.3180, -1.6579], [-2.2161, -0.8271, -3.4175], [-2.9324, -2.1560, -2.4114], [0.1103, -1.9034, -3.2239], [-0.0337, -2.9928, -0.7767], [-1.2818, -4.2150, -1.5303], [0.4771, -4.1177, -2.0967], [-0.4453, -3.4570, -4.5811], [0.8483, -1.0707, -1.2125], [0.9496, 0.1912, -2.5303], [1.6463, 0.8840, 0.5243], [2.8004, 0.1079, -0.6276], [3.3923, 2.0334, -1.6547], [1.6912, 2.4986, -2.1078], [1.3786, 3.8151, 0.0323], [2.9864, 4.2235, -0.7230], [1.2335, 2.4823, 1.9690], [-1.0386, 0.8458, -3.9622], [-1.3154, 3.2326, -5.1736], [-1.3093, 5.3408, -3.7338], [-0.9051, 3.1864, -0.0530], [3.6431, 4.2999, 6.7422], [3.5182, 5.6259, 6.0387], [3.2881, 5.6023, 4.5514], [3.6003, 6.6763, 6.6502], [3.8064, 4.4699, 7.8078], [2.7239, 3.7241, 6.6163], [4.4944, 3.7453, 6.3417], [2.3533, 5.0847, 4.3278], [4.1221, 5.1062, 4.0539], [3.2186, 6.6264, 4.1805], [9.3664, 6.7166, 5.5609], [8.0724, 6.0715, 5.9873], [6.8231, 6.9095, 5.9124], [8.0392, 4.9216, 6.3760], [10.1809, 5.9982, 5.6671], [9.3027, 7.0215, 4.5144], [9.5772, 7.5811, 6.1936], [6.6470, 7.2225, 4.8809], [6.9217, 7.7821, 6.5612], [5.9714, 6.3208, 6.2485], [-4.8550, -0.8646, 3.3568], [-6.0679, -0.2249, 2.7317], [-7.3562, -0.2717, 3.5139], [-6.0115, 0.3073, 1.6420], [-4.0002, -0.7565, 2.6855], [-4.6208, -0.3716, 4.3027], [-5.0400, -1.9288, 3.5206], [-7.2319, 0.2471, 4.4666], [-7.6500, -1.3094, 3.6848], [-8.1433, 0.2257, 2.9445], [-5.3204, -5.3383, -2.6790], [-3.8233, -5.1785, -2.6230], [-2.9922, -6.1388, -3.4312], [-3.3063, -4.3070, -1.9507], [-5.7893, -4.5798, -2.0496], [-5.6701, -5.2071, -3.7050], [-5.6028, -6.3253, -2.3072], [-3.2383, -6.0427, -4.4904], [-3.1715, -7.1616, -3.0924], [-1.9364, -5.9060, -3.2962], [-0.6711, -9.8369, -4.7338], [-0.7986, -8.5113, -5.4386], [-1.0540, -8.5381, -6.9233], [-0.6993, -7.4631, -4.8339], [-0.4891, -9.6656, -3.6717], [-1.5961, -10.4068, -4.8432], [0.1690, -10.3985, -5.1470], [-1.9959, -9.0505, -7.1295], [-0.2308, -9.0423, -7.4333], [-1.1230, -7.5151, -7.2968]],
  "forces_ev_per_angstrom": [[0.4709, -1.1643, -0.5706], [-0.0324, 0.6918, -1.1679], [-3.3663, 3.0203, -0.6151], [0.2795, -1.6150, 0.6283], [0.1372, -0.5504, 0.1125], [0.7491, -0.0986, -0.0563], [0.7314, 0.6395, -0.0145], [1.8537, 0.4374, 1.0915], [1.9492, 2.7387, 0.7462], [1.2649, -1.5848, -2.3463], [-3.0319, -0.4241, -1.2323], [-0.4489, -1.7407, -0.2176], [1.2155, 1.6751, -0.5190], [0.1066, -1.5349, 1.1346], [0.7339, 0.0782, -0.9222], [0.2861, -0.0636, 0.5328], [-0.2302, 0.0861, -0.9891], [2.3796, 1.1772, 0.8018], [-2.2429, 1.0986, 0.2594], [-1.7048, -2.0239, -0.9436], [0.8699, 0.2015, -1.8825], [-1.1075, 1.7336, -2.5584], [-0.0641, 3.3745, 1.4378], [0.4121, -0.6425, 3.5541], [-0.0658, -1.2789, -0.7082], [0.3936, -3.2269, -2.0460], [-0.0572, -1.5453, -0.6122], [1.6916, -0.6694, 1.0436], [0.3300, -0.4476, 1.2318], [1.2898, 0.8813, -0.1173], [-0.9560, -0.4151, 0.6082], [-0.7821, -0.6455, -1.1982], [1.3014, 1.3245, -0.1571], [-1.2032, 0.7861, 0.3381], [-0.7969, 0.1129, 0.6321], [0.0085, 1.4831, -0.2788], [-0.4114, -0.0623, 1.2768], [-0.0209, -0.2634, -1.4368], [-1.3347, 0.8344, 0.2220], [-1.2813, 0.2301, 0.5679], [0.6381, -0.4219, 1.1445], [1.0768, -0.5270, -0.1770], [-0.5816, -0.9221, 1.0718], [0.4616, -0.0636, 0.3704], [-0.0087, 1.0737, 0.8884], [0.1566, -0.2942, 1.5630], [0.0671, -1.3710, 0.9470], [-0.3106, 0.0804, -1.6560], [0.0759, 0.1543, 0.3469], [-0.1828, 0.5909, 0.2227], [0.0694, 0.4050, 0.1915], [-0.0495, -0.4451, -0.1859], [-0.0099, 0.0100, -0.1170], [0.1238, -0.1117, -0.1529], [-0.1399, -0.1080, -0.0908], [0.1777, -0.1987, -0.1067], [-0.2145, -0.1676, -0.0322], [0.0065, -0.0910, 0.0647], [0.2416, -0.3091, 0.0673], [-0.0927, -0.4599, 0.1563], [-0.0760, -0.3375, 0.0829], [0.0358, 0.3382, -0.1246], [-0.1035, 0.0582, -0.0030], [-0.0156, 0.1946, 0.0886], [-0.0574, 0.1086, -0.1778], [0.0522, 0.2012, 0.0753], [-0.0275, 0.0998, -0.1827], [0.1676, 0.1209, 0.0130], [0.1609, 0.0373, -0.4339], [0.1164, 0.1769, -0.4273], [-0.2311, 0.1989, -0.2610], [-0.0891, -0.1483, 0.3229], [-0.3996, -0.0212, 0.2371], [-0.0537, -0.1797, 0.0800], [-0.0532, 0.0571, 0.2340], [-0.0040, -0.2032, 0.0756], [0.0653, 0.0457, 0.2029], [0.0950, -0.0455, 0.0446], [-0.0775, 0.3621, 0.2537], [0.1965, 0.1932, 0.1218], [0.2852, 0.2638, 0.3019], [-0.5917, -0.3752, -0.1203], [0.0605, -0.0733, -0.0598], [-0.0183, -0.2137, 0.0096], [-0.0268, -0.0374, -0.2067], [-0.0464, -0.1573, 0.0355], [-0.1148, -0.0194, -0.1763], [-0.1529, -0.0317, -0.0898], [0.0449, 0.1579, 0.3356], [0.0661, 0.4296, 0.2525], [-0.0155, 0.3660, -0.0286], [0.0415, -0.3555, -0.2463], [-0.0152, 0.0097, -0.1204], [0.1237, -0.1212, -0.1382], [-0.1606, -0.1194, -0.0834], [0.1357, -0.1564, -0.0742], [-0.1510, -0.1548, -0.0235], [0.0132, -0.1000, 0.0645]],
  "e_tot_ha": -3040.80339,
  "homo_lumo_gap_ev": 8.98,
  "relative_energy_kcal_mol": 0.00,
  "smiles": "C#C[C@]1(C[C@@H](C)O)OS(=O)(=O)O[C@]1(CCCCS(=O)(=O)O)c1cccnc1.CC(C)=O.CC(C)=O.CC(C)=O.CC(C)=O.CC(C)=O",
  "largest_force_ev_per_a": 4.6,
  "charge": 0
}

---

Quick rundown of highest occupied orbital energy, same order as above: -0.146 -0.332 Ha